[1]
62
Properties=species:S:1:pos:R:3 method="wB97M-V/def2-TZVPD" e_tot_ev=-39137.9976 orbital_gap_ev=8.34 charge=+1 lumo_ev=-3.46
C 0.303 -2.433 0.677
C -0.711 -1.442 0.426
N -0.344 -0.880 -0.820
C -1.123 0.238 -1.445
C -1.570 1.311 -0.378
S -3.376 1.351 -0.003
C -4.207 -0.147 -0.565
N -5.568 -0.133 -0.674
N -5.979 -1.341 -1.142
C -4.868 -2.085 -1.296
O -3.727 -1.389 -0.926
C 0.770 -1.502 -1.307
N 1.198 -2.455 -0.401
H 0.328 -3.051 1.600
H -1.584 -1.095 1.017
H -1.935 -0.134 -2.117
H -0.377 0.756 -2.121
H -1.267 2.323 -0.784
H -1.027 1.224 0.609
H -4.768 -3.126 -1.670
H 1.284 -1.305 -2.276
H 2.017 -3.061 -0.475
C -3.427 8.907 0.543
C -3.565 8.375 -0.879
C -4.332 7.054 -0.957
C -3.679 5.879 -0.225
C -2.257 5.541 -0.673
C -2.173 5.109 -2.133
H -2.858 8.224 1.177
H -2.903 9.866 0.537
H -4.408 9.063 0.997
H -2.574 8.271 -1.330
H -4.098 9.119 -1.478
H -4.475 6.794 -2.011
H -5.336 7.202 -0.547
H -4.313 4.995 -0.360
H -3.670 6.079 0.851
H -1.880 4.725 -0.046
H -1.590 6.390 -0.503
H -2.800 4.231 -2.316
H -1.143 4.849 -2.392
H -2.490 5.905 -2.809
C 7.290 -6.316 2.263
C 6.004 -7.066 1.933
C 5.391 -6.654 0.594
C 4.954 -5.190 0.502
C 3.942 -4.745 1.559
C 2.615 -5.493 1.473
H 7.118 -5.242 2.362
H 7.701 -6.672 3.209
H 8.043 -6.475 1.487
H 5.282 -6.931 2.744
H 6.227 -8.136 1.896
H 4.536 -7.304 0.385
H 6.116 -6.848 -0.203
H 4.527 -5.020 -0.494
H 5.833 -4.542 0.565
H 3.748 -3.674 1.424
H 4.361 -4.856 2.562
H 2.155 -5.358 0.488
H 1.919 -5.114 2.226
H 2.741 -6.562 1.649

---

[2]
70
Properties=species:S:1:pos:R:3 method="wB97M-V/def2-TZVPD" e_tot_ev=-726887.0799 orbital_gap_ev=9.55 relative_energy_ev=0.497 lumo_ev=0.09 smiles="CC(C)=O.CC(C)=O.CC(C)=O.BrCCBr.BrCCBr.BrCCBr.BrCCBr.BrCCBr"
C -0.677 3.620 -2.306
C -0.629 2.790 -1.036
O -0.414 3.315 0.028
C -0.755 1.290 -1.161
H 0.024 3.263 -3.054
H -0.340 4.606 -1.981
H -1.721 3.725 -2.602
H -0.242 0.958 -2.070
H -1.786 0.945 -1.229
H -0.242 0.762 -0.358
C -0.736 4.184 -10.817
C 0.573 3.427 -10.711
O 0.653 2.248 -10.965
C 1.816 4.251 -10.491
H -1.073 4.662 -9.901
H -1.499 3.534 -11.246
H -0.581 4.943 -11.592
H 1.594 5.294 -10.281
H 2.451 4.169 -11.373
H 2.354 3.744 -9.685
C 0.635 5.910 -7.005
C 0.659 5.580 -5.525
O -0.300 5.064 -5.008
C 1.899 5.947 -4.771
H -0.155 5.337 -7.480
H 1.596 5.706 -7.483
H 0.492 6.990 -7.100
H 2.778 5.560 -5.283
H 1.876 5.666 -3.725
H 1.940 7.039 -4.852
Br 3.161 8.529 -6.674
C 4.668 9.748 -6.305
C 5.396 9.189 -5.096
Br 6.709 10.542 -4.480
H 4.152 10.652 -6.000
H 5.239 9.840 -7.218
H 6.008 8.333 -5.357
H 4.688 8.973 -4.305
Br 0.013 9.402 -5.054
C -0.694 8.556 -3.431
C 0.218 8.917 -2.259
Br -0.190 7.698 -0.783
H -0.699 7.490 -3.639
H -1.716 8.872 -3.233
H 0.161 9.968 -2.006
H 1.218 8.615 -2.560
Br 4.826 3.930 -5.991
C 6.212 3.501 -7.325
C 7.429 4.380 -7.106
Br 8.442 4.446 -8.817
H 5.798 3.702 -8.304
H 6.400 2.454 -7.130
H 8.154 3.966 -6.416
H 7.156 5.396 -6.849
Br -4.564 4.451 -4.382
C -3.719 2.750 -4.800
C -2.824 2.944 -5.991
Br -2.051 1.247 -6.574
H -4.507 2.041 -5.052
H -3.223 2.314 -3.937
H -2.011 3.651 -5.825
H -3.332 3.343 -6.867
Br 3.858 7.164 -1.744
C 3.183 6.154 -0.187
C 3.450 7.008 1.021
Br 2.903 5.973 2.609
H 3.774 5.245 -0.198
H 2.142 5.925 -0.379
H 2.873 7.923 1.064
H 4.510 7.187 1.153

---

[3]
65
Properties=species:S:1:pos:R:3 method="wB97M-V/def2-TZVPD" e_tot_ev=-65683.3380 orbital_gap_ev="10.27 / 9.73" relative_energy_ev=0.674 charge=+2 spin_multiplicity=5 lumo_ev="-4.94 / -5.24"
Fe -0.035 -1.226 -0.334
N -0.169 -3.589 -0.495
C -1.429 -4.021 -1.176
C -2.598 -3.247 -0.599
N -2.344 -1.818 -0.755
C -2.730 -1.412 -2.129
C -1.725 -0.478 -2.748
N -0.377 -1.066 -2.621
C -3.017 -1.019 0.268
C -2.585 -1.464 1.663
N -1.158 -1.850 1.667
H 0.646 -3.838 -1.048
H -0.048 -4.108 0.370
H -1.615 -5.091 -1.067
H -1.335 -3.827 -2.245
H -2.710 -3.500 0.454
H -3.535 -3.531 -1.085
H -3.717 -0.940 -2.137
H -2.812 -2.307 -2.747
H -1.724 0.467 -2.213
H -2.001 -0.271 -3.784
H 0.301 -0.430 -3.029
H -0.325 -1.922 -3.165
H -4.109 -1.066 0.185
H -2.725 0.024 0.103
H -3.210 -2.278 2.031
H -2.739 -0.634 2.352
H -1.088 -2.861 1.641
H -0.733 -1.577 2.545
O 2.148 -2.130 -0.396
C 2.906 -2.192 0.830
C 3.900 -1.053 0.875
C 3.251 0.276 0.479
C 2.179 0.730 1.428
C 2.511 1.626 2.445
C 1.530 2.126 3.275
C 0.216 1.729 3.054
C -0.029 0.814 2.055
N 0.921 0.281 1.262
H 2.783 -1.974 -1.106
H 3.413 -3.154 0.900
H 2.173 -2.119 1.632
H 4.729 -1.259 0.194
H 4.310 -1.000 1.886
H 2.804 0.184 -0.512
H 4.017 1.047 0.416
H 3.542 1.934 2.559
H 1.775 2.827 4.062
H -0.599 2.118 3.648
H -1.043 0.494 1.860
C 0.295 4.242 -2.156
C 0.276 3.654 -0.740
C -0.968 4.124 0.033
C 1.557 4.013 0.028
C 0.206 2.186 -0.834
N 0.143 1.041 -0.897
H 0.344 5.327 -2.080
H -0.610 3.981 -2.706
H 1.162 3.898 -2.719
H -0.921 5.208 0.136
H -1.003 3.686 1.031
H -1.884 3.871 -0.500
H 1.571 5.089 0.200
H 2.447 3.745 -0.541
H 1.592 3.510 0.996